Entry 1:
C2H2GdO2 as an isolated structure in a non-equilibrium geometry, computed with wB97M-V/def2-TZVPD.

Geometry as XYZ:
```
7
C2H2GdO2 (wB97M-V/def2-TZVPD)
O -0.373 -1.647 -0.341
C 0.070 -0.384 0.070
C -0.710 0.683 0.169
O -1.692 1.235 -0.333
H -0.432 -2.185 0.460
Gd 2.463 0.404 -0.221
H 0.674 1.894 0.196
```

The energy relative to the best compared isomer or geometry (same formula, charge and spin) is 390.5 kJ/mol. For the HOMO energy (spin up / spin down), the calculation gives -5.0 / -8.3 eV. As for the net charge: 0. The expectation value of S² is 20.075. The multiplicity is 9. The calculated total energy comes out at -993.1562 Ha.

These are the Löwdin partial charges, in e, on atoms 1 to 6: atom 1 (O): -0.08, atom 2 (C): -0.45, atom 3 (C): -0.37, atom 4 (O): 0.04, atom 5 (H): 0.09, atom 6 (Gd): 0.80

---

Entry 2:
A 2-piece molecular cluster, C3H5F2N overall in a non-equilibrium geometry, computed with wB97M-V/def2-TZVPD.

Geometry as XYZ:
```
11
C3H5F2N (wB97M-V/def2-TZVPD)
N -2.459 0.844 1.396
C -2.499 -0.076 0.603
F -3.469 -0.891 0.611
F -1.494 -0.576 -0.137
H -1.681 1.475 1.469
C 2.534 -0.259 -0.874
C 1.350 -0.004 -0.395
H 3.312 -0.686 -0.272
H 2.763 0.167 -1.937
H 0.602 0.617 -0.948
H 1.039 -0.611 0.484
```

The energy relative to the best compared isomer or geometry (same formula, charge and spin) is 99.9 kJ/mol. For the HOMO energy, the calculation gives -10.2 eV. As for the net charge: 0. The calculated total energy comes out at -371.7303 Ha. As for the SMILES: N=C(F)F.C=C.

These are the Löwdin partial charges, in e, on atoms 1 to 6: atom 1 (N): 0.22, atom 2 (C): -0.58, atom 3 (F): 0.19, atom 4 (F): 0.10, atom 5 (H): 0.08, atom 6 (C): -0.11

---

Entry 3:
A single CH4IPS2 molecule in a non-equilibrium geometry, computed with wB97M-V/def2-TZVPD.

Geometry as XYZ:
```
9
CH4IPS2 (wB97M-V/def2-TZVPD)
C -1.150 0.168 -0.415
P 1.748 -0.668 0.029
S -0.850 1.787 0.352
S -0.167 -1.161 0.418
I -3.250 0.135 -0.202
H -0.797 0.043 -1.487
H 2.116 -1.972 0.235
H 2.014 -0.346 1.299
H 0.336 2.015 -0.228
```

The energy relative to the best compared isomer or geometry (same formula, charge and spin) is 91.9 kJ/mol. For the HOMO energy, the calculation gives -9.0 eV. As for the net charge: 0. The calculated total energy comes out at -1475.8745 Ha.

These are the Löwdin partial charges, in e, on atoms 1 to 6: atom 1 (C): -1.56, atom 2 (P): 0.45, atom 3 (S): 0.50, atom 4 (S): 0.31, atom 5 (I): 0.78, atom 6 (H): 0.02

---

Entry 4:
C4H6O2 as an isolated structure, computed with wB97M-V/def2-TZVPD.

Geometry as XYZ:
```
12
C4H6O2 (wB97M-V/def2-TZVPD)
C -0.553 1.569 -0.566
O -1.350 0.666 0.141
C -0.170 0.631 0.921
C 0.720 -0.488 0.436
C 0.110 -1.808 0.218
O 0.575 -1.041 -0.873
H -0.081 1.167 -1.459
H -1.006 2.560 -0.639
H 0.291 1.800 0.288
H 1.747 -0.447 0.800
H -0.972 -1.904 0.290
H 0.689 -2.703 0.443
```

The energy relative to the best compared isomer or geometry (same formula, charge and spin) is 585.7 kJ/mol. For the HOMO energy, the calculation gives -8.7 eV. As for the net charge: 0. The calculated total energy comes out at -306.2832 Ha.

These are the Löwdin partial charges, in e, on atoms 1 to 6: atom 1 (C): -0.11, atom 2 (O): -0.12, atom 3 (C): -0.06, atom 4 (C): -0.30, atom 5 (C): -0.10, atom 6 (O): -0.05

---

Entry 5:
A single C5H8O3 molecule in a non-equilibrium geometry, computed with wB97M-V/def2-TZVPD.

Geometry as XYZ:
```
16
C5H8O3 (wB97M-V/def2-TZVPD)
C -0.897 -1.812 -0.515
C -0.379 -0.678 -0.953
C 0.827 0.123 -0.232
O 1.960 -0.661 -0.088
O 1.126 1.242 -0.989
C 0.283 0.493 1.154
C -1.026 1.195 0.925
O -1.247 1.985 0.021
H -0.738 -2.165 0.492
H -1.508 -2.435 -1.150
H -0.560 -0.337 -1.965
H 2.426 -0.657 -0.934
H 0.321 1.821 -0.963
H 0.137 -0.406 1.750
H 0.991 1.155 1.662
H -1.715 1.136 1.784
```

The energy relative to the best compared isomer or geometry (same formula, charge and spin) is 172.0 kJ/mol. For the HOMO energy, the calculation gives -10.0 eV. As for the net charge: 0. The calculated total energy comes out at -420.9906 Ha. As for the SMILES: C=CC(O)(O)CC=O.

These are the Löwdin partial charges, in e, on atoms 1 to 6: atom 1 (C): 0.02, atom 2 (C): -0.07, atom 3 (C): -0.63, atom 4 (O): 0.05, atom 5 (O): 0.02, atom 6 (C): -0.07

---

Entry 6:
A 2-piece molecular cluster, C4H9BrOS overall in a non-equilibrium geometry, computed with wB97M-V/def2-TZVPD.

Geometry as XYZ:
```
16
C4H9BrOS (wB97M-V/def2-TZVPD)
C 1.222 0.485 -1.149
C 0.486 -0.592 -0.983
C 0.210 -1.369 -2.236
C -0.070 -1.070 0.303
H 1.501 1.216 -0.393
H 1.532 0.625 -2.254
H -0.608 -2.026 -2.292
H 0.146 -0.653 -3.129
H 1.213 -1.851 -2.391
H 0.790 -1.400 0.986
H -0.790 -1.962 0.064
H -0.516 -0.353 1.044
O -1.699 2.299 2.166
S -0.832 1.350 3.157
Br -0.042 2.676 4.587
H -2.543 2.625 2.520
```

The energy relative to the best compared isomer or geometry (same formula, charge and spin) is 64.5 kJ/mol. For the HOMO energy, the calculation gives -8.9 eV. As for the net charge: 0. The calculated total energy comes out at -3205.1650 Ha. As for the SMILES: C=C(C)C.OSBr.

These are the Löwdin partial charges, in e, on atoms 1 to 6: atom 1 (C): 0.00, atom 2 (C): -0.48, atom 3 (C): -0.09, atom 4 (C): -0.09, atom 5 (H): 0.06, atom 6 (H): 0.09

---

Among the records above, which one has the lowest energy relative to the best compared isomer or geometry (same formula, charge and spin)?
C4H9BrOS

---

What is the calculated total energy in the third record?
-1475.8745 Ha

---

Repeat the sixth record exactly.
A 2-piece molecular cluster, C4H9BrOS overall in a non-equilibrium geometry, computed with wB97M-V/def2-TZVPD.

Geometry as XYZ:
```
16
C4H9BrOS (wB97M-V/def2-TZVPD)
C 1.222 0.485 -1.149
C 0.486 -0.592 -0.983
C 0.210 -1.369 -2.236
C -0.070 -1.070 0.303
H 1.501 1.216 -0.393
H 1.532 0.625 -2.254
H -0.608 -2.026 -2.292
H 0.146 -0.653 -3.129
H 1.213 -1.851 -2.391
H 0.790 -1.400 0.986
H -0.790 -1.962 0.064
H -0.516 -0.353 1.044
O -1.699 2.299 2.166
S -0.832 1.350 3.157
Br -0.042 2.676 4.587
H -2.543 2.625 2.520
```

The energy relative to the best compared isomer or geometry (same formula, charge and spin) is 64.5 kJ/mol. For the HOMO energy, the calculation gives -8.9 eV. As for the net charge: 0. The calculated total energy comes out at -3205.1650 Ha. As for the SMILES: C=C(C)C.OSBr.

These are the Löwdin partial charges, in e, on atoms 1 to 6: atom 1 (C): 0.00, atom 2 (C): -0.48, atom 3 (C): -0.09, atom 4 (C): -0.09, atom 5 (H): 0.06, atom 6 (H): 0.09